Record 1
{
  "formula": "C85H158Cl6N11O7",
  "method": "ωB97M-V with the def2-TZVPD basis set",
  "largest_force_ev_per_a": 9.60,
  "total_charge": 5,
  "homo_lumo_gap_ev": 2.47,
  "symbols": ["Cl", "Cl", "Cl", "Cl", "Cl", "Cl", "O", "O", "O", "O", "O", "O", "O", "N", "N", "N", "N", "N", "N", "N", "N", "N", "N", "N", "C", "C", "C", "C", "C", "C", "C", "C", "C", "C", "C", "C", "C", "C", "C", "C", "C", "C", "C", "C", "C", "C", "C", "C", "C", "C", "C", "C", "C", "C", "C", "C", "C", "C", "C", "C", "C", "C", "C", "C", "C", "C", "C", "C", "C", "C", "C", "C", "C", "C", "C", "C", "C", "C", "C", "C", "C", "C", "C", "C", "C", "C", "C", "C", "C", "C", "C", "C", "C", "C", "C", "C", "C", "C", "C", "C", "C", "C", "C", "C", "C", "C", "C", "C", "C", "H", "H", "H", "H", "H", "H", "H", "H", "H", "H", "H", "H", "H", "H", "H", "H", "H", "H", "H", "H", "H", "H", "H", "H", "H", "H", "H", "H", "H", "H", "H", "H", "H", "H", "H", "H", "H", "H", "H", "H", "H", "H", "H", "H", "H", "H", "H", "H", "H", "H", "H", "H", "H", "H", "H", "H", "H", "H", "H", "H", "H", "H", "H", "H", "H", "H", "H", "H", "H", "H", "H", "H", "H", "H", "H", "H", "H", "H", "H", "H", "H", "H", "H", "H", "H", "H", "H", "H", "H", "H", "H", "H", "H", "H", "H", "H", "H", "H", "H", "H", "H", "H", "H", "H", "H", "H", "H", "H", "H", "H", "H", "H", "H", "H", "H", "H", "H", "H", "H", "H", "H", "H", "H", "H", "H", "H", "H", "H", "H", "H", "H", "H", "H", "H", "H", "H", "H", "H", "H", "H", "H", "H", "H", "H", "H", "H", "H", "H", "H", "H", "H", "H", "H", "H", "H", "H", "H", "H"],
  "positions_angstrom": [[-21.3914, 30.6958, -5.8883], [-19.8870, 23.5525, -8.1899], [-20.9524, 18.5254, -7.7594], [-27.5025, 23.3833, -2.4713], [-26.8359, 29.9351, -3.3373], [-24.4580, 18.4118, -2.6448], [-23.9589, 36.7372, -1.8173], [-32.7796, 25.6645, -5.2936], [-30.4564, 21.8759, -3.7573], [-17.6876, 27.6129, -8.3262], [-24.0601, 27.8144, -0.6238], [-23.0181, 16.2197, -6.2191], [-21.8322, 23.4447, -1.1225], [-23.8991, 28.4755, 0.6146], [-16.9710, 27.2023, -7.2073], [-22.9723, 21.0104, -10.1647], [-23.9681, 35.5295, -2.5705], [-29.8076, 20.8307, -9.1014], [-23.9748, 15.3052, -6.7715], [-18.9705, 22.2758, -3.0396], [-30.3023, 26.5312, -3.7604], [-23.4702, 27.8091, -4.0856], [-23.8277, 20.8910, -5.8494], [-30.5756, 20.6975, -3.0013], [-29.6564, 19.5447, -3.3703], [-29.0659, 21.6606, -8.3461], [-24.1818, 32.6759, -3.1136], [-23.7903, 30.1293, 3.0471], [-22.8459, 24.4138, -1.2164], [-18.7705, 26.0675, -5.8814], [-30.7550, 18.4115, -1.3587], [-19.3482, 22.3433, -4.5583], [-26.3351, 28.7361, 0.6373], [-26.0896, 34.6645, -1.6137], [-24.5940, 21.3778, -4.8503], [-22.4183, 27.2169, -4.7589], [-21.8650, 34.6715, -3.6804], [-18.2421, 23.6331, -2.6702], [-23.4262, 29.2107, -3.6203], [-29.2727, 26.7543, -2.6253], [-21.4845, 20.9357, -10.3848], [-23.6299, 19.8322, -10.1018], [-15.8315, 26.2513, -7.4679], [-15.8103, 25.8535, -4.8872], [-25.0316, 19.7346, -9.9321], [-20.3053, 22.0035, -2.2252], [-21.6886, 29.7558, 0.7321], [-28.0027, 20.0505, -10.3765], [-25.7385, 20.9796, -9.9821], [-32.6189, 21.6716, -1.8863], [-23.6412, 23.6601, -5.1457], [-16.4222, 24.8647, -7.9867], [-33.9049, 25.6422, -4.4120], [-30.9260, 25.1029, -3.6468], [-18.0936, 23.9559, -1.1544], [-31.3639, 27.7195, -3.5449], [-22.3649, 14.2643, -8.4525], [-23.9418, 19.4197, -6.1348], [-23.7685, 14.9761, -8.2460], [-22.9564, 23.0981, -6.2146], [-22.4051, 25.8857, -5.0335], [-29.4341, 19.4559, -4.9406], [-21.8101, 27.3513, 1.1398], [-23.6490, 22.1438, -10.1901], [-22.5896, 28.6456, 1.3426], [-17.9536, 21.1575, -2.8467], [-27.1633, 20.9161, -9.6344], [-26.0811, 36.0113, -3.8694], [-31.2482, 20.8534, -9.0510], [-23.5526, 25.0804, -4.8294], [-30.4600, 21.4068, -0.5314], [-21.9077, 35.1082, -1.1708], [-24.5799, 14.2644, -5.7780], [-25.3674, 12.8668, -7.8150], [-25.0558, 33.7107, -3.8514], [-29.3590, 20.0775, -10.1621], [-27.6902, 21.7582, -8.7093], [-25.0369, 22.1551, -10.2354], [-16.7153, 27.1518, -4.7207], [-15.0169, 25.9544, -6.2248], [-23.4720, 13.3478, -5.1971], [-31.9474, 27.7515, -2.1443], [-25.3434, 35.0147, -2.9652], [-25.0995, 29.4197, 0.9735], [-24.9450, 14.0216, -8.6649], [-18.4889, 28.4894, -5.7991], [-31.3122, 20.7984, -1.7038], [-25.2016, 29.7890, 2.4746], [-22.8586, 28.9519, 2.7883], [-24.6891, 25.8250, -4.3608], [-28.6381, 25.5695, -5.5176], [-29.5052, 26.8142, -5.0737], [-31.8849, 19.4142, -1.3629], [-21.3308, 23.1185, -2.4406], [-20.0134, 21.0594, -5.2274], [-22.9824, 21.7388, -6.5662], [-17.7592, 27.1975, -5.8998], [-24.8331, 30.6607, 0.0517], [-28.2974, 19.7565, -2.6362], [-22.7572, 34.5932, -2.4151], [-24.4506, 22.7296, -4.3995], [-25.7553, 13.3847, -6.4411], [-30.1924, 18.2262, -2.8583], [-14.8912, 26.7515, -8.5455], [-23.8347, 16.2483, -9.0817], [-24.5737, 27.0911, -3.8752], [-23.1957, 33.1629, -2.1558], [-25.2643, 15.1481, -4.6911], [-31.8678, 24.7217, -4.9245], [-20.6709, 29.5978, 1.0890], [-17.6360, 21.1830, -1.8043], [-23.2921, 31.0438, 2.7252], [-31.5682, 24.9998, -2.7722], [-22.2938, 26.5897, 1.7515], [-22.3025, 34.3375, -4.6212], [-32.4511, 19.4161, -0.4315], [-27.5721, 18.9605, -2.8050], [-29.0591, 24.5643, -5.5008], [-26.4342, 27.7943, 1.1770], [-31.5862, 21.1545, -10.0425], [-15.3048, 26.7885, -9.5533], [-22.9940, 18.9597, -10.1273], [-32.6397, 28.5849, -2.0247], [-19.2994, 26.1482, -4.9317], [-17.8209, 23.1736, -0.4460], [-19.2921, 20.2426, -5.2509], [-23.6636, 23.9435, -1.7626], [-27.5864, 19.4134, -11.1428], [-22.4103, 23.7596, -6.8709], [-28.8449, 27.7529, -2.7132], [-21.4890, 29.7048, -0.3383], [-22.1616, 14.1229, -9.5140], [-29.5093, 17.3867, -2.9876], [-27.1689, 29.3941, 0.8822], [-14.3094, 26.7831, -6.1949], [-19.0107, 24.4158, -0.7863], [-23.6356, 33.2279, -1.1606], [-18.4491, 20.2069, -3.0442], [-24.0770, 29.4904, -2.7918], [-23.7984, 19.1476, -7.1806], [-24.8782, 31.9747, -2.6539], [-20.6146, 21.0039, -2.5305], [-21.0596, 21.7311, -10.9970], [-31.1458, 27.7921, -1.4069], [-19.8812, 23.2542, -4.8306], [-32.4732, 26.8389, -1.8634], [-26.6607, 13.9821, -6.5482], [-16.0131, 27.9846, -4.7559], [-30.2458, 19.0653, -5.5544], [-17.0634, 21.3545, -3.4439], [-29.6099, 22.1684, -7.5635], [-29.6383, 26.4468, -1.6455], [-21.4950, 14.8074, -8.0832], [-30.0598, 19.4102, -10.6419], [-34.4307, 26.5857, -4.5589], [-32.1421, 27.5992, -4.2986], [-26.7456, 33.8014, -1.7276], [-23.7051, 32.1696, -3.9530], [-32.3071, 23.7441, -4.7256], [-28.9987, 27.7793, -5.0569], [-26.1093, 14.6846, -4.1819], [-28.4170, 26.1291, -2.8801], [-24.5365, 17.0551, -8.8705], [-23.1203, 23.0614, -10.4018], [-23.7097, 16.0777, -10.1510], [-26.8950, 35.5810, -4.4529], [-27.0428, 22.3832, -8.1120], [-18.3507, 22.3943, -4.9947], [-31.6015, 19.8636, -8.7619], [-26.3686, 28.5572, -0.4374], [-24.0565, 31.2249, 0.5680], [-22.9538, 12.7922, -5.9786], [-23.8133, 30.3335, 4.1175], [-31.5224, 21.4572, -8.1860], [-22.4527, 21.3093, -7.4037], [-24.6004, 15.2919, -3.8386], [-17.1139, 24.3416, -7.3263], [-23.1414, 24.8148, -0.2468], [-25.8195, 14.6663, -8.7518], [-17.8132, 29.3419, -5.7295], [-29.0762, 20.4172, -5.3092], [-30.0821, 24.4149, -3.5953], [-23.1379, 18.8698, -5.6456], [-14.3942, 25.0645, -6.3161], [-33.4388, 21.3268, -2.5164], [-31.0029, 17.9523, -3.5337], [-25.3904, 34.4724, -0.7999], [-21.8477, 26.9944, 0.1106], [-24.4706, 12.2532, -7.7292], [-21.2366, 20.0780, -11.0100], [-23.2732, 28.1163, 3.3523], [-19.6039, 26.0753, -6.5839], [-22.3905, 32.4373, -2.0405], [-16.3697, 24.9217, -4.9697], [-19.8920, 21.8078, -1.2357], [-32.5334, 22.7365, -2.1026], [-33.6172, 25.6510, -3.3607], [-29.9557, 18.4725, -0.6201], [-30.7928, 28.6023, -3.8324], [-26.0792, 12.6380, -5.7162], [-25.2786, 27.5421, -3.1923], [-21.5022, 25.3911, -5.3601], [-26.0390, 33.2840, -4.0495], [-33.2020, 21.6642, -0.9654], [-18.9744, 28.4774, -4.8233], [-21.3655, 36.0458, -1.2931], [-24.7954, 13.7112, -9.6990], [-27.7508, 25.5074, -4.8876], [-28.5963, 18.7934, -5.1583], [-23.8731, 12.6606, -4.4521], [-26.1237, 12.2876, -8.3448], [-31.3200, 17.5158, -1.1008], [-18.7955, 24.3937, -3.2209], [-18.3469, 25.0721, -6.0145], [-20.7703, 27.4060, 1.4622], [-17.3018, 24.7045, -1.1829], [-21.0037, 23.9695, -3.0379], [-21.9420, 30.7845, 0.9885], [-31.0823, 21.8353, 0.2542], [-25.7180, 31.2276, -0.2373], [-22.5699, 25.2781, -1.8205], [-22.7199, 13.8848, -4.6191], [-25.4453, 36.4179, -4.6558], [-29.8865, 22.3076, -0.7500], [-21.1072, 34.3814, -1.0332], [-31.2556, 24.7356, -5.8262], [-14.0377, 26.0949, -8.7140], [-25.6499, 28.9212, 2.9582], [-21.4451, 35.6514, -3.9078], [-24.9091, 23.1063, -3.4972], [-24.4356, 30.3074, -0.8997], [-20.8981, 20.6260, -4.7608], [-22.4728, 35.2224, -0.2457], [-25.7541, 30.7194, 2.6058], [-21.8690, 29.1348, 3.2071], [-32.6482, 19.1852, -2.1065], [-22.1189, 22.6580, -3.0365], [-19.1801, 28.6958, -6.6163], [-21.5841, 27.8954, -4.8600], [-30.3391, 26.8793, -5.7726], [-15.6373, 24.1270, -8.1531], [-15.0808, 25.9253, -4.0804], [-24.9946, 19.3019, -5.8785], [-21.0195, 33.9882, -3.6004], [-24.6741, 34.0184, -4.8249], [-26.6437, 35.4731, -1.1370], [-16.9924, 24.9382, -8.9128], [-21.0809, 20.9120, -9.3726], [-25.1942, 20.6179, -4.3721], [-28.2446, 25.7603, -6.5160], [-34.6193, 24.8619, -4.6743], [-25.5444, 25.2271, -4.0824], [-17.2522, 27.1535, -3.7721], [-17.2749, 23.5429, -3.1648], [-25.7930, 16.0648, -4.9523], [-14.5192, 27.7575, -8.3512], [-22.3597, 13.2529, -8.0461], [-25.5618, 18.8021, -9.8066], [-29.7961, 20.8073, 0.0913], [-22.4230, 29.3920, -3.2345], [-23.6557, 29.8468, -4.4751], [-20.3126, 21.3044, -6.2465], [-26.5311, 36.7830, -3.2447], [-27.7213, 20.6405, -2.9095], [-28.4514, 19.6340, -1.5641], [-25.5791, 23.0874, -10.2908], [-22.9318, 16.7850, -8.7907]]
}


Record 2
{
  "formula": "Br5Cd2",
  "method": "ωB97M-V with the def2-TZVPD basis set",
  "largest_force_ev_per_a": 3.06,
  "total_charge": -1,
  "homo_lumo_gap_ev": 3.82,
  "symbols": ["Cd", "Cd", "Br", "Br", "Br", "Br", "Br"],
  "positions_angstrom": [[2.7457, 3.2307, 5.1170], [7.0710, 5.5472, 4.4660], [6.2938, 2.6910, 6.5971], [3.9092, 5.2089, 6.1129], [8.3303, 3.1624, 3.1167], [8.7667, 4.9530, 6.2330], [4.5184, 3.0818, 2.5676]]
}


Record 3
{
  "formula": "C58H30BrF15GeN6O3S5Ta",
  "method": "ωB97M-V with the def2-TZVPD basis set",
  "largest_force_ev_per_a": 2.99,
  "total_charge": 1,
  "homo_lumo_gap_ev": 5.47,
  "symbols": ["Ta", "Br", "Ge", "S", "S", "S", "S", "S", "F", "F", "F", "F", "F", "F", "F", "F", "F", "F", "F", "F", "F", "F", "F", "O", "O", "O", "N", "N", "N", "N", "N", "N", "C", "C", "C", "C", "C", "C", "C", "C", "C", "C", "C", "C", "C", "C", "C", "C", "C", "C", "C", "C", "C", "C", "C", "C", "C", "C", "C", "C", "C", "C", "C", "C", "C", "C", "C", "C", "C", "C", "C", "C", "C", "C", "C", "C", "C", "C", "C", "C", "C", "C", "C", "C", "C", "C", "C", "C", "C", "C", "H", "H", "H", "H", "H", "H", "H", "H", "H", "H", "H", "H", "H", "H", "H", "H", "H", "H", "H", "H", "H", "H", "H", "H", "H", "H", "H", "H", "H", "H"],
  "positions_angstrom": [[-0.5684, -0.4482, 0.3211], [2.1600, -7.1307, -2.5312], [-0.4746, -3.0569, 3.7108], [2.8367, 1.2384, 1.2547], [-2.9422, -1.4801, -0.0523], [-1.6833, -1.4188, -2.8306], [-1.2275, -1.3045, 2.6480], [-1.9617, -2.4985, -5.6263], [-3.8434, -6.9433, 2.5461], [4.3599, -1.9898, 1.8381], [-3.1064, -4.3582, 3.2358], [-3.4061, -4.2292, 8.0503], [1.4175, -3.7082, 6.0818], [1.6280, -2.1570, 1.6673], [5.6079, -2.6832, 4.1622], [0.7263, -8.1002, 2.3260], [-1.5779, 0.1128, 7.7245], [1.3975, -5.5443, 3.0111], [-2.0855, -4.9374, 5.7788], [-1.8986, -8.7848, 2.0824], [4.1527, -3.4980, 6.3108], [-3.2135, -1.6717, 8.9914], [-0.2374, -0.6576, 5.4695], [-1.1713, 1.0154, 1.1389], [1.5367, 0.4983, 1.3851], [-0.0384, -2.0203, -0.3169], [-2.6698, 1.3779, -0.9859], [0.4255, 1.7122, -1.2092], [-3.7117, -2.7876, -3.5810], [1.2120, -0.7062, -2.2340], [-3.9099, -2.5517, -2.2734], [-4.6359, 2.3215, -0.7201], [3.5395, -3.1924, 5.1717], [0.1141, -4.3638, -0.2423], [-2.5649, -6.5993, 2.6683], [-1.5686, -7.5504, 2.4392], [3.7051, 0.9067, 2.8189], [4.2851, -2.7666, 4.0731], [1.4981, 0.4410, -2.9610], [0.1060, -5.8953, 2.9159], [-1.2221, -2.7752, 5.5371], [2.2685, -2.5041, 2.8142], [1.6256, -1.8637, -2.6079], [-2.1888, -5.3066, 3.0120], [2.0691, 0.4591, -4.2252], [1.7556, -4.3076, -2.4777], [-2.9781, -1.8790, -1.7164], [-4.3405, 2.3754, 2.2026], [-1.7222, -1.1242, 7.2480], [-0.2251, -7.1996, 2.5641], [-2.6571, -3.3373, 7.4111], [0.9225, 4.1114, -2.5476], [-1.0708, -1.5139, 6.0876], [0.2425, 4.0971, -1.3612], [1.0778, 1.6860, -2.3925], [-4.4814, 2.1213, -2.0555], [-1.9920, -3.6850, 6.2385], [3.6642, 0.2778, 5.1237], [1.2698, -3.0997, -1.9638], [-0.8616, -4.9360, 3.1476], [-6.4769, -5.1704, -3.9629], [-2.5625, -2.3075, -4.1211], [0.4345, -3.1317, -0.8230], [-3.5259, 1.8610, -0.0935], [2.3112, 1.6490, -4.9158], [5.0290, 0.5043, 5.2056], [2.9931, 0.4910, 3.9295], [1.5095, -2.9456, 3.8789], [-4.1174, 2.4869, 3.5602], [5.0740, 1.1148, 2.8880], [-5.4544, -4.4253, -3.4070], [1.9784, 2.8535, -4.3633], [1.4492, -5.5052, -1.8654], [-3.3308, 1.9504, 1.3387], [-3.2582, 1.5315, -2.2020], [2.4073, 2.9625, 1.7264], [-6.7546, -5.0741, -5.3177], [-1.8457, 1.7968, 3.2566], [-4.9662, -3.4847, -5.5777], [3.6488, -2.4180, 2.8847], [5.7350, 0.9302, 4.0904], [-5.9908, -4.2420, -6.1189], [-2.8615, 2.2263, 4.0850], [-2.0835, 1.6044, 1.8962], [1.3459, 2.8914, -3.1065], [2.1590, -3.2848, 5.0515], [0.6177, -5.5409, -0.7502], [-2.5461, -2.0382, 7.9038], [0.0104, 2.8648, -0.7368], [-4.7046, -3.5728, -4.2169], [-7.0544, -5.8308, -3.3323], [2.3338, -0.4626, -4.7207], [5.5414, 0.3509, 6.1416], [5.6162, 1.4190, 2.0074], [-0.5423, 2.8337, 0.1915], [1.7220, 2.9198, 2.5679], [-0.1283, 5.0018, -0.9068], [0.3779, -6.4920, -0.3019], [1.9287, 0.3208, 3.8542], [-5.2362, -4.4874, -2.3510], [-2.7665, 1.2237, -3.1032], [-4.9246, 2.7834, 4.2099], [2.2784, -1.9981, -3.4736], [-6.1900, -4.1719, -7.1759], [-2.6856, 2.3303, 5.1430], [-5.3254, 2.5911, 1.8213], [-5.2305, 2.4007, -2.7665], [-0.8669, 1.5591, 3.6431], [-0.5432, -4.3635, 0.6145], [2.1671, 3.7840, -4.8768], [2.3798, -4.3033, -3.3581], [3.1239, -0.0595, 5.9953], [-7.5692, -5.6399, -5.7451], [3.3175, 3.4858, 2.0003], [6.7975, 1.1161, 4.1549], [1.9350, 3.4540, 0.8808], [-5.4283, 2.7610, -0.2844], [-4.3874, -2.8359, -6.2124], [1.1317, 5.0295, -3.0746], [2.7599, 1.6087, -5.8951]]
}